This record from the OMol25 dataset describes a structure of composition C39H34BrN5PPt at a distorted geometry. The level of theory is wB97M-V/def2-TZVPD.

HOMO-LUMO gap in eV: 6.3
Highest occupied orbital energy in eV: -9.7
ΔE to the lowest compared entry with this formula, charge and spin in eV: 0.7353
Net charge: +1

Each line ends with the Mulliken charge.
Positions of all 81 atoms, in Å:
Pt: -0.15 1.40 0.37  0.344
C: 4.03 0.81 0.83  -1.070
C: 4.53 2.08 0.58  -0.719
C: 3.65 3.12 0.39  -1.060
C: 2.27 2.88 0.42  0.769
N: 1.81 1.61 0.54  0.279
C: 2.67 0.62 0.79  -0.173
C: 1.26 3.91 0.34  1.027
C: 1.53 5.28 0.30  -1.144
C: 0.51 6.19 0.24  -0.461
C: -0.80 5.72 0.19  -0.982
C: -1.02 4.36 0.22  0.146
N: -0.03 3.46 0.34  -0.014
H: 4.69 -0.02 1.03  0.479
H: 5.60 2.26 0.55  0.454
H: 4.01 4.12 0.20  0.429
H: 2.22 -0.35 0.97  0.900
H: 2.56 5.62 0.31  0.339
H: 0.71 7.25 0.21  0.462
H: -1.64 6.40 0.12  0.463
H: -2.02 3.98 0.15  0.487
Br: -6.84 1.28 0.77  -0.116
C: -4.97 1.31 0.59  -0.235
C: -4.34 0.65 -0.46  -0.742
C: -2.97 0.69 -0.54  0.387
N: -2.19 1.34 0.34  0.799
C: -2.81 1.97 1.35  -0.212
C: -4.18 1.98 1.52  -0.927
H: -4.92 0.12 -1.20  0.567
H: -2.46 0.18 -1.34  0.038
H: -2.18 2.48 2.06  0.567
H: -4.62 2.50 2.36  0.508
N: -0.02 -0.54 0.05  -0.117
P: 0.30 -1.39 -1.22  1.309
C: 0.11 -3.14 -0.83  0.027
C: 0.39 -4.12 -1.79  -0.334
C: 0.23 -5.46 -1.46  -0.744
C: -0.21 -5.82 -0.19  -0.503
C: -0.47 -4.84 0.76  -0.477
C: -0.31 -3.50 0.44  -0.485
C: 1.98 -1.32 -1.94  0.718
C: 2.29 -0.80 -3.20  -0.381
C: 3.61 -0.77 -3.63  -0.724
C: 4.62 -1.26 -2.82  -0.621
C: 4.32 -1.81 -1.58  -0.674
C: 3.00 -1.85 -1.15  -0.688
C: -0.85 -1.00 -2.59  -0.222
C: -1.90 -1.85 -2.92  -0.475
C: -2.85 -1.45 -3.85  -0.871
C: -2.75 -0.20 -4.45  -0.595
C: -1.72 0.66 -4.11  -1.021
C: -0.78 0.28 -3.16  0.133
H: 0.74 -3.83 -2.77  0.462
H: 0.45 -6.22 -2.20  0.418
H: -0.34 -6.86 0.05  0.406
H: -0.79 -5.13 1.75  0.464
H: -0.51 -2.72 1.16  0.032
H: 1.51 -0.44 -3.85  0.464
H: 3.85 -0.37 -4.61  0.450
H: 5.65 -1.23 -3.16  0.415
H: 5.10 -2.22 -0.96  0.500
H: 2.75 -2.32 -0.20  0.456
H: -1.98 -2.81 -2.43  0.393
H: -3.67 -2.11 -4.10  0.456
H: -3.49 0.11 -5.17  0.416
H: -1.66 1.64 -4.56  0.437
H: -0.01 0.96 -2.84  0.418
N: 0.12 1.12 3.19  -0.280
C: -0.42 -0.08 3.79  -0.148
C: -1.39 -0.80 3.11  0.192
C: -1.92 -1.96 3.66  -0.819
C: -1.48 -2.41 4.90  -0.591
C: -0.51 -1.69 5.58  -0.575
C: 0.02 -0.53 5.03  -0.472
H: 1.08 1.23 3.51  0.259
H: -0.39 1.93 3.53  0.280
H: -1.71 -0.48 2.13  0.456
H: -2.67 -2.52 3.12  0.462
H: -1.89 -3.31 5.33  0.415
H: -0.16 -2.03 6.55  0.393
H: 0.77 0.03 5.57  0.399

This record from the OMol25 dataset describes a structure of composition C39H34Cl5INO4ReTe. The level of theory is wB97M-V/def2-TZVPD.

HOMO-LUMO gap (spin up / spin down) in eV: 6.8 / 6.8
Highest occupied orbital energy (spin up / spin down) in eV: -8.1 / -8.1
ΔE to the lowest compared entry with this formula, charge and spin in eV: 0.1883

Each line ends with the Mulliken charge.
Positions of all 86 atoms, in Å:
Re: -0.67 1.44 1.26  1.893
Cl: -2.29 3.50 3.39  -0.157
C: -3.28 2.27 2.70  0.869
C: -2.69 1.21 1.96  -0.843
C: -3.59 0.17 1.69  0.958
Cl: -3.00 -1.33 1.04  -0.075
C: -4.96 0.22 1.93  -0.073
Cl: -6.00 -1.07 1.47  -0.176
C: -5.50 1.35 2.53  0.392
Cl: -7.19 1.46 2.81  -0.193
C: -4.65 2.37 2.94  -0.174
Cl: -5.31 3.74 3.75  -0.191
I: 0.59 4.09 -0.69  -0.057
C: -1.13 3.33 0.38  -1.608
H: -1.89 3.28 -0.41  0.493
H: -1.38 4.15 1.04  0.687
C: -4.09 -3.07 -5.08  -1.607
C: -3.24 -2.38 -4.05  0.598
C: -1.94 -2.79 -3.80  -0.845
C: -1.13 -2.17 -2.85  0.565
C: 0.28 -2.66 -2.68  -1.562
C: -1.68 -1.10 -2.13  0.089
Te: -0.48 -0.12 -0.69  0.571
N: 0.10 -1.71 0.36  -0.275
C: 0.05 -1.48 1.65  0.210
O: -0.24 -0.37 2.25  -0.403
C: 0.37 -2.62 2.56  0.352
C: 0.42 -3.92 2.07  -0.304
C: 0.73 -4.97 2.92  -0.803
C: 1.00 -4.72 4.26  -0.398
C: 0.94 -3.42 4.75  -0.794
C: 0.62 -2.37 3.90  -0.313
C: 1.16 0.36 -1.95  0.874
C: 2.47 -0.06 -1.72  1.000
C: 2.91 -0.86 -0.52  -1.584
C: 3.43 0.28 -2.66  -0.972
C: 3.14 1.02 -3.79  0.516
C: 4.22 1.39 -4.77  -1.669
C: 1.83 1.45 -3.98  -0.851
C: 0.83 1.13 -3.08  0.581
C: -0.56 1.64 -3.35  -1.735
C: -2.98 -0.65 -2.36  1.559
C: -3.62 0.53 -1.68  -1.891
C: -3.74 -1.31 -3.32  -0.745
H: -3.53 -3.85 -5.60  0.360
H: -4.46 -2.36 -5.82  0.351
H: -4.96 -3.53 -4.61  0.341
H: -1.53 -3.62 -4.36  0.364
H: 0.36 -3.68 -3.03  0.531
H: 0.61 -2.63 -1.64  -0.045
H: 0.97 -2.05 -3.28  0.316
H: 0.21 -4.10 1.02  0.428
H: 0.77 -5.98 2.54  0.407
H: 1.25 -5.54 4.93  0.393
H: 1.15 -3.23 5.79  0.413
H: 0.57 -1.36 4.27  0.490
H: 2.33 -0.65 0.37  -0.075
H: 3.96 -0.63 -0.30  0.564
H: 2.85 -1.93 -0.72  0.367
H: 4.45 -0.04 -2.48  0.457
H: 5.02 0.66 -4.77  0.396
H: 4.66 2.36 -4.50  0.291
H: 3.83 1.47 -5.78  0.403
H: 1.59 2.05 -4.84  0.458
H: -0.51 2.53 -3.98  0.443
H: -1.08 1.95 -2.43  0.081
H: -1.18 0.90 -3.86  0.374
H: -3.00 0.99 -0.91  -0.422
H: -4.55 0.23 -1.20  0.486
H: -3.86 1.30 -2.42  0.485
H: -4.75 -0.97 -3.51  0.487
O: 1.80 3.06 5.13  -0.677
C: 2.88 2.77 4.40  0.391
C: 4.14 2.96 4.99  -0.719
C: 5.28 2.68 4.27  -0.323
C: 5.22 2.19 2.97  -0.875
C: 3.99 1.99 2.39  -0.388
C: 2.82 2.27 3.09  -0.325
C: 1.53 2.04 2.45  1.306
O: 1.44 1.50 1.28  -0.659
O: 0.43 2.33 3.01  -1.009
H: 1.00 2.89 4.59  0.394
H: 4.18 3.34 6.00  0.460
H: 6.25 2.84 4.74  0.374
H: 6.13 1.98 2.42  0.429
H: 3.90 1.61 1.38  0.571

This record from the OMol25 dataset describes a cluster of 2 separate species, C39H34F6N3 in total at a distorted geometry. The level of theory is wB97M-V/def2-TZVPD.

HOMO-LUMO gap in eV: 4.9
Highest occupied orbital energy in eV: -9.7
Net charge: +1

Each line ends with the Mulliken charge.
Positions of all 82 atoms, in Å:
F: -5.76 4.28 -3.49  -0.265
C: -5.48 3.33 -2.56  0.911
F: -4.68 3.91 -1.59  -0.262
F: -6.67 3.02 -1.94  -0.233
C: -4.80 2.10 -3.07  -0.961
N: -4.46 1.21 -1.95  0.730
C: -5.34 0.12 -1.69  -0.687
C: -5.12 -1.15 -2.24  -0.239
C: -6.08 -2.15 -2.08  -0.730
C: -7.25 -1.90 -1.36  -0.334
C: -7.46 -0.64 -0.79  -0.860
C: -6.50 0.35 -0.95  0.234
C: -3.27 1.36 -1.27  0.730
C: -3.27 1.15 0.13  -0.084
C: -2.11 1.26 0.86  -1.247
C: -0.86 1.53 0.22  0.430
C: 0.33 1.56 0.99  -0.137
C: 1.65 1.43 0.51  0.618
C: 2.75 1.97 1.25  -1.094
C: 4.05 1.87 0.80  -0.692
C: 4.32 1.18 -0.40  0.834
N: 5.60 1.10 -0.92  0.660
C: 6.51 2.24 -0.78  -0.969
C: 6.25 3.24 -1.86  0.927
F: 6.86 4.45 -1.69  -0.273
F: 6.66 2.74 -3.08  -0.237
F: 4.90 3.48 -1.96  -0.253
C: 6.03 -0.04 -1.65  -0.702
C: 5.89 -0.04 -3.04  0.278
C: 6.24 -1.15 -3.80  -0.833
C: 6.75 -2.29 -3.16  -0.378
C: 6.91 -2.30 -1.77  -0.708
C: 6.56 -1.18 -1.01  -0.324
C: 3.26 0.58 -1.12  -0.269
C: 1.96 0.73 -0.69  -1.183
C: -0.90 1.81 -1.19  -0.986
C: -2.07 1.73 -1.91  -0.669
H: -5.50 1.55 -3.71  0.407
H: -3.89 2.41 -3.58  0.339
H: -4.20 -1.32 -2.80  0.403
H: -5.90 -3.14 -2.50  0.383
H: -8.00 -2.68 -1.23  0.398
H: -8.36 -0.41 -0.21  0.379
H: -6.64 1.33 -0.51  0.471
H: -4.23 0.93 0.61  0.528
H: -2.13 1.11 1.94  0.336
H: 0.21 1.74 2.06  0.500
H: 2.54 2.50 2.19  0.451
H: 4.89 2.28 1.37  0.416
H: 6.33 2.73 0.18  0.355
H: 7.53 1.86 -0.88  0.419
H: 5.50 0.86 -3.51  0.465
H: 6.09 -1.12 -4.88  0.375
H: 7.01 -3.16 -3.75  0.400
H: 7.30 -3.19 -1.27  0.391
H: 6.68 -1.15 0.07  0.428
H: 3.49 0.06 -2.05  0.570
H: 1.16 0.29 -1.29  0.758
H: 0.02 2.08 -1.70  0.673
H: -2.08 1.92 -2.99  0.375
C: -1.30 0.30 5.24  -1.597
C: -0.89 -0.80 4.34  0.595
C: 0.27 -0.90 3.57  -1.074
C: 0.24 -2.15 2.89  1.151
C: -0.98 -2.79 3.26  0.430
C: -1.33 -4.05 2.81  -1.032
C: -0.42 -4.70 1.95  -0.615
C: 0.78 -4.08 1.57  -0.667
C: 1.12 -2.80 2.03  -0.631
N: -1.63 -1.93 4.14  0.216
C: -2.90 -2.19 4.80  -0.990
H: -0.49 1.04 5.18  0.347
H: -2.23 0.80 4.93  0.336
H: -1.40 0.00 6.29  0.419
H: 1.06 -0.17 3.51  0.682
H: -2.27 -4.50 3.13  0.262
H: -0.65 -5.70 1.56  0.383
H: 1.46 -4.62 0.90  0.366
H: 2.05 -2.29 1.76  0.523
H: -3.25 -3.18 4.46  0.316
H: -2.80 -2.20 5.89  0.308
H: -3.66 -1.44 4.54  0.310

This record from the OMol25 dataset describes a structure of composition C39H35AsBrCaCl2N2O7PS2 at a distorted geometry. The level of theory is wB97M-V/def2-TZVPD.

HOMO-LUMO gap in eV: 5.8
Highest occupied orbital energy in eV: -2.1
ΔE to the lowest compared entry with this formula, charge and spin in eV: 0.8610
Net charge: -2

Each line ends with the Mulliken charge.
Positions of all 91 atoms, in Å:
Ca: -0.36 1.43 1.36  0.863
Cl: -0.11 0.07 3.87  0.145
C: 0.38 1.24 5.09  0.186
C: 1.23 0.75 6.07  -0.790
C: 1.64 1.58 7.10  -0.426
C: 1.15 2.88 7.12  -0.656
C: 0.31 3.33 6.12  0.371
Cl: -0.23 5.00 6.26  -0.256
C: -0.13 2.55 5.03  0.000
S: -1.16 3.12 3.77  -0.287
H: 1.58 -0.27 6.00  0.352
H: 2.30 1.23 7.87  0.344
H: 1.43 3.57 7.91  0.364
S: -0.50 2.75 -1.14  -0.279
C: 1.20 2.56 -1.59  0.723
C: 2.10 3.62 -1.44  -1.153
C: 3.43 3.50 -1.79  -0.667
C: 3.91 2.30 -2.32  -0.830
C: 3.03 1.24 -2.49  -0.405
C: 1.69 1.37 -2.13  -0.135
As: 0.39 -0.10 -2.24  1.522
C: 1.51 -1.48 -3.11  -0.009
C: 1.68 -2.67 -2.40  -0.498
C: 2.43 -3.71 -2.93  -0.751
C: 3.02 -3.58 -4.18  -0.433
C: 2.85 -2.40 -4.90  -0.682
C: 2.10 -1.37 -4.37  -0.070
C: -0.58 0.39 -3.88  0.247
C: -0.75 1.71 -4.30  -0.222
C: -1.48 1.99 -5.45  -0.724
C: -2.05 0.96 -6.19  -0.400
C: -1.90 -0.35 -5.77  -0.628
C: -1.17 -0.63 -4.62  -0.340
H: 1.74 4.54 -1.00  0.345
H: 4.10 4.34 -1.64  0.334
H: 4.96 2.19 -2.58  0.369
H: 3.41 0.30 -2.87  0.327
H: 1.24 -2.77 -1.41  0.260
H: 2.55 -4.63 -2.36  0.410
H: 3.62 -4.39 -4.59  0.365
H: 3.31 -2.29 -5.88  0.370
H: 1.95 -0.46 -4.95  0.444
H: -0.33 2.52 -3.71  0.252
H: -1.60 3.02 -5.76  0.384
H: -2.62 1.19 -7.08  0.339
H: -2.35 -1.17 -6.33  0.373
H: -1.05 -1.66 -4.31  0.306
C: -3.18 -3.31 2.77  -0.844
O: -2.36 -2.25 2.30  -0.106
P: -1.06 -2.48 1.36  0.647
O: -0.26 -3.63 2.21  -0.478
C: 0.94 -3.21 2.86  -0.038
O: -1.61 -3.53 0.25  -0.481
C: -2.09 -3.02 -1.00  -0.266
H: -3.30 -3.19 3.85  0.238
H: -2.75 -4.29 2.56  0.314
H: -4.16 -3.24 2.29  0.252
H: 1.60 -4.07 2.92  0.256
H: 0.72 -2.85 3.87  0.219
H: 1.43 -2.41 2.29  -0.227
H: -3.13 -2.73 -0.91  0.229
H: -1.98 -3.83 -1.72  0.321
H: -1.52 -2.15 -1.32  -0.088
C: 4.77 -1.21 0.09  -0.891
N: 4.03 -0.13 0.71  0.433
C: 4.65 1.03 1.10  0.037
C: 3.96 2.07 1.58  -1.266
C: 2.51 1.96 1.63  0.765
O: 1.80 2.91 2.01  -0.647
N: 1.91 0.80 1.21  0.832
C: 2.63 -0.25 0.75  -0.787
O: 2.14 -1.31 0.37  -0.454
H: 5.83 -1.10 0.34  0.372
H: 4.64 -1.21 -0.99  0.207
H: 4.41 -2.17 0.47  0.197
H: 5.73 1.03 0.99  0.247
H: 4.44 2.99 1.88  0.433
Br: -9.32 1.40 1.07  -0.264
C: -7.43 1.10 0.94  0.174
C: -6.94 0.34 -0.11  -0.555
C: -5.57 0.13 -0.19  -0.195
C: -4.71 0.68 0.75  -0.046
C: -5.23 1.44 1.78  -0.393
C: -6.60 1.66 1.89  -0.512
C: -3.21 0.44 0.65  0.631
O: -2.81 -0.36 -0.20  -0.466
O: -2.51 1.09 1.48  -0.892
H: -7.62 -0.08 -0.84  0.404
H: -5.15 -0.46 -1.00  0.462
H: -4.54 1.87 2.50  0.448
H: -7.01 2.25 2.69  0.427

This record from the OMol25 dataset describes a structure of composition C39H35AsCdF3PSb. The level of theory is wB97M-V/def2-TZVPD.

HOMO-LUMO gap in eV: 7.3
Highest occupied orbital energy in eV: -10.8
ΔE to the lowest compared entry with this formula, charge and spin in eV: 0.0000
Net charge: +1

Each line ends with the Mulliken charge.
Positions of all 81 atoms, in Å:
Cd: 0.22 0.52 0.19  1.652
C: -3.88 -4.30 -3.83  -0.518
C: -2.52 -4.12 -3.99  -0.601
C: -1.82 -3.27 -3.14  -0.533
C: -2.50 -2.59 -2.13  -0.127
C: -3.87 -2.77 -1.97  -0.337
C: -4.56 -3.62 -2.82  -0.652
P: -1.54 -1.42 -1.10  0.506
C: -2.43 -1.56 0.51  0.503
C: -2.47 -2.82 1.10  -0.732
C: -3.09 -3.00 2.33  -0.694
C: -3.64 -1.92 3.00  -0.508
C: -3.60 -0.66 2.42  -0.772
C: -2.99 -0.47 1.19  -0.152
C: -2.05 0.25 -1.66  1.307
C: -3.10 0.53 -2.53  -0.597
C: -3.38 1.85 -2.86  -0.696
C: -2.61 2.88 -2.34  -0.726
C: -1.55 2.60 -1.48  -0.082
C: -1.26 1.28 -1.15  -0.791
H: -4.42 -4.96 -4.48  0.400
H: -1.99 -4.65 -4.77  0.409
H: -0.76 -3.13 -3.26  0.413
H: -4.40 -2.25 -1.18  0.462
H: -5.63 -3.75 -2.70  0.416
H: -2.05 -3.67 0.58  0.432
H: -3.14 -3.99 2.76  0.443
H: -4.13 -2.06 3.96  0.412
H: -4.06 0.18 2.92  0.464
H: -3.00 0.51 0.73  0.493
H: -3.71 -0.27 -2.93  0.434
H: -4.21 2.07 -3.52  0.409
H: -2.83 3.90 -2.61  0.419
H: -0.96 3.42 -1.09  0.456
C: -0.68 0.12 4.58  -1.282
As: 0.49 0.46 3.06  0.265
C: 0.35 2.41 3.00  -1.107
C: 2.22 0.33 3.96  -1.106
H: -0.29 0.66 5.44  0.459
H: -0.72 -0.95 4.81  0.398
H: -1.69 0.46 4.36  0.344
H: 0.49 2.84 4.00  0.467
H: -0.64 2.70 2.63  0.382
H: 1.10 2.82 2.33  0.109
H: 2.23 1.05 4.78  0.455
H: 3.03 0.54 3.27  0.147
H: 2.36 -0.67 4.37  0.417
F: 8.51 -0.16 -4.06  -0.312
C: 7.32 -0.18 -3.46  0.326
C: 6.69 -1.40 -3.28  -0.567
C: 5.44 -1.42 -2.67  -0.420
C: 4.85 -0.23 -2.24  -0.167
C: 5.50 0.98 -2.45  -0.150
C: 6.75 1.01 -3.06  -0.655
Sb: 2.89 -0.34 -1.39  0.901
C: 2.91 1.60 -0.42  -1.115
C: 3.69 1.88 0.71  -0.168
C: 3.65 3.14 1.30  -0.517
C: 2.82 4.10 0.76  0.087
F: 2.77 5.30 1.34  -0.361
C: 2.05 3.87 -0.37  -0.541
C: 2.10 2.61 -0.95  -0.547
C: 3.47 -1.45 0.37  -0.266
C: 4.80 -1.57 0.76  -0.019
C: 5.16 -2.37 1.84  -0.781
C: 4.16 -3.04 2.52  0.401
F: 4.49 -3.80 3.57  -0.343
C: 2.83 -2.95 2.15  -0.925
C: 2.49 -2.16 1.06  -0.420
H: 7.17 -2.31 -3.61  0.438
H: 4.94 -2.36 -2.52  0.378
H: 5.05 1.91 -2.13  0.418
H: 7.27 1.94 -3.22  0.448
H: 4.34 1.12 1.12  0.526
H: 4.26 3.38 2.16  0.447
H: 1.44 4.66 -0.78  0.528
H: 1.52 2.42 -1.85  0.783
H: 5.57 -1.03 0.22  0.461
H: 6.19 -2.48 2.14  0.469
H: 2.09 -3.51 2.71  0.518
H: 1.46 -2.14 0.74  0.689